Formula: C3H7N3O
Source: OMol25
Level of theory: ωB97M-V with the def2-TZVPD basis set

CARTESIAN COORDINATES (ANGSTROEM)
C 2.000 0.597 -0.210
N 0.902 0.160 0.655
C -0.042 -0.623 0.044
O 0.041 -0.998 -1.120
N -1.286 -0.982 0.658
C -1.979 -0.338 -0.469
N -1.699 0.895 -0.518
H 1.766 0.276 -1.227
H 2.942 0.134 0.092
H 2.112 1.689 -0.208
H 1.161 -0.179 1.568
H -1.570 -0.456 1.482
H -2.520 -1.000 -1.152
H -1.738 1.322 -1.431

## Properties
net charge	0
orbital gap	10.78	eV
LUMO	1.03	eV
molar mass	101.1	g mol⁻¹
E_tot	-9740.502	eV

The computed natural (NBO) charges, all in e, follow:
1 C -0.428
2 N -0.630
3 C 0.810
4 O -0.649
5 N -0.687
6 C 0.315
7 N -0.683
8 H 0.244
9 H 0.193
10 H 0.199
11 H 0.392
12 H 0.380
13 H 0.187
14 H 0.357

Formula: C10H16
Source: OMol25
Level of theory: ωB97M-V with the def2-TZVPD basis set

CARTESIAN COORDINATES (ANGSTROEM)
C 0.015 2.127 2.003
C 2.052 1.004 1.057
C 0.768 0.925 1.595
C 2.675 -0.076 0.548
C 0.168 -0.333 1.766
C 2.023 -1.399 0.621
C 0.785 -1.444 1.233
H 2.475 2.022 1.167
H 3.674 -0.019 0.112
H -0.120 2.147 3.154
H -0.951 2.254 1.438
H -0.775 -0.216 2.230
H 2.738 -2.173 0.260
H 0.106 -2.460 1.341
H 0.448 3.020 1.557
C -1.897 -0.797 -2.120
C -0.566 -0.411 -2.753
C -2.039 -0.303 -0.637
H -2.072 -1.918 -2.004
H -2.678 -0.300 -2.695
H -0.284 0.610 -2.982
H 0.355 -0.814 -2.207
H -3.062 -0.466 -0.342
H -1.638 0.751 -0.588
H -0.774 -0.879 -3.754
H -1.426 -0.851 -0.001

## Properties
net charge	+1
orbital gap (spin up / spin down)	9.29 / 5.43	eV
LUMO (spin up / spin down)	-4.43 / -8.30	eV
molar mass	136.2	g mol⁻¹
spin multiplicity	2
E_tot	-10619.178	eV

The computed natural (NBO) charges, all in e, follow:
1 C -0.713
2 C -0.244
3 C 0.238
4 C -0.107
5 C -0.090
6 C 0.012
7 C -0.242
8 H 0.253
9 H 0.254
10 H 0.294
11 H 0.290
12 H 0.249
13 H 0.266
14 H 0.278
15 H 0.255
16 C -0.390
17 C -0.629
18 C -0.601
19 H 0.209
20 H 0.214
21 H 0.218
22 H 0.179
23 H 0.225
24 H 0.181
25 H 0.234
26 H 0.170

Formula: C3HN3O2
Source: OMol25
Level of theory: ωB97M-V with the def2-TZVPD basis set

CARTESIAN COORDINATES (ANGSTROEM)
N 2.534 -0.633 -0.119
C 1.422 -0.676 0.155
C 0.053 -0.630 0.014
N -0.777 -1.616 -0.136
O -1.864 -1.028 -0.114
N -1.861 0.414 0.075
C -0.604 0.583 0.156
O 0.010 1.900 -0.206
H 1.087 1.687 0.175

## Properties
structure (SMILES)	N#Cc1nonc1O
net charge	0
orbital gap	10.76	eV
LUMO	-0.56	eV
molar mass	111.1	g mol⁻¹
E_tot	-11686.994	eV

The computed natural (NBO) charges, all in e, follow:
1 N -0.229
2 C 0.224
3 C -0.125
4 N 0.066
5 O -0.113
6 N -0.097
7 C 0.412
8 O -0.634
9 H 0.497

Formula: C8H6O
Source: OMol25
Level of theory: ωB97M-V with the def2-TZVPD basis set

CARTESIAN COORDINATES (ANGSTROEM)
C 2.531 0.959 0.281
C 3.894 0.308 0.174
C 0.812 -0.944 -0.332
C 1.409 0.249 0.093
C 3.462 0.177 -1.009
C -0.084 0.077 -0.205
C -1.291 0.884 -0.340
C -2.490 -0.001 -0.350
O -1.339 2.106 -0.182
H 2.418 1.978 0.730
H 4.689 0.548 0.863
H 1.060 -1.841 -0.855
H -3.363 0.442 0.159
H -2.310 -0.875 0.129
H -2.979 0.058 -1.287

## Properties
net charge	0
orbital gap (spin up / spin down)	7.33 / 7.34	eV
LUMO (spin up / spin down)	-1.03 / -1.03	eV
molar mass	118.1	g mol⁻¹
E_tot	-10432.265	eV

The computed natural (NBO) charges, all in e, follow:
1 C -0.315
2 C -0.436
3 C -0.068
4 C 0.090
5 C -0.010
6 C -0.059
7 C 0.520
8 C -0.724
9 O -0.471
10 H 0.237
11 H 0.261
12 H 0.242
13 H 0.249
14 H 0.226
15 H 0.259

Formula: C6H14O3
Source: OMol25
Level of theory: ωB97M-V with the def2-TZVPD basis set

CARTESIAN COORDINATES (ANGSTROEM)
C -0.443 0.805 0.997
C 1.854 0.214 -0.321
C 2.405 -0.874 -0.940
O -0.229 0.675 2.321
O -0.278 2.011 0.520
H 0.283 1.896 -0.431
H 0.266 1.455 2.614
H 0.834 0.081 0.289
H 2.494 0.803 0.334
H 1.839 -1.497 -1.619
H 3.418 -1.168 -0.701
C -1.483 -0.166 0.469
C -1.698 -0.032 -1.037
C -1.171 -1.608 0.885
O 1.084 1.332 -1.320
H 1.793 1.842 -1.729
H -2.405 0.154 0.979
H -2.527 -0.673 -1.341
H -1.059 -1.699 1.964
H -1.982 -2.266 0.566
H -1.938 0.994 -1.318
H -0.809 -0.329 -1.593
H -0.249 -1.953 0.412

## Properties
net charge	0
orbital gap (spin up / spin down)	6.78 / 6.78	eV
LUMO (spin up / spin down)	0.11 / 0.11	eV
molar mass	134.2	g mol⁻¹
E_tot	-12587.657	eV

The computed natural (NBO) charges, all in e, follow:
1 C 0.763
2 C -0.088
3 C -0.670
4 O -0.656
5 O -0.720
6 H 0.520
7 H 0.500
8 H 0.083
9 H 0.192
10 H 0.194
11 H 0.209
12 C -0.310
13 C -0.612
14 C -0.609
15 O -0.850
16 H 0.490
17 H 0.232
18 H 0.216
19 H 0.224
20 H 0.216
21 H 0.222
22 H 0.230
23 H 0.225

Formula: C4H6N2
Source: OMol25
Level of theory: ωB97M-V with the def2-TZVPD basis set

CARTESIAN COORDINATES (ANGSTROEM)
H 2.658 -0.161 -1.450
N 1.759 -0.094 -0.974
C 1.903 -0.288 0.276
C 0.750 -0.221 1.207
C -0.474 -0.143 0.731
C -1.485 -0.227 -0.107
N -2.063 0.754 -0.891
H 2.880 -0.475 0.745
H 0.965 -0.217 2.276
H -1.927 -1.214 -0.225
H -3.015 0.603 -1.179
H -1.824 1.716 -0.708

## Properties
structure (SMILES)	[H]/N=C/C=C=CN
net charge	0
orbital gap	8.91	eV
LUMO	0.71	eV
molar mass	82.1	g mol⁻¹
E_tot	-7223.094	eV

The computed natural (NBO) charges, all in e, follow:
1 H 0.334
2 N -0.613
3 C 0.100
4 C -0.348
5 C 0.024
6 C -0.045
7 N -0.799
8 H 0.151
9 H 0.214
10 H 0.213
11 H 0.382
12 H 0.387

Formula: C3HN2O5P
Source: OMol25
Level of theory: ωB97M-V with the def2-TZVPD basis set

CARTESIAN COORDINATES (ANGSTROEM)
C 0.471 0.024 -0.015
C -1.419 0.948 -0.093
C -2.431 1.741 0.501
N -0.083 1.151 -0.261
N -1.585 -0.354 0.196
O -5.228 -0.710 0.549
O -0.376 -0.957 0.333
O -3.808 -0.074 -1.609
O -3.593 1.329 0.590
O -2.650 -0.991 0.537
P -4.099 -0.200 -0.188
H 1.523 -0.190 -0.047

## Properties
net charge	0
orbital gap (spin up / spin down)	7.66 / 7.67	eV
LUMO (spin up / spin down)	-1.79 / -1.79	eV
molar mass	176.0	g mol⁻¹
E_tot	-25629.052	eV

The computed natural (NBO) charges, all in e, follow:
1 C 0.375
2 C 0.169
3 C 0.334
4 N -0.398
5 N 0.295
6 O -1.031
7 O -0.224
8 O -1.062
9 O -0.619
10 O -0.494
11 P 2.424
12 H 0.231